{"formula": "C16H36CsN4O16S3", "method": "the ωB97M-V functional and the def2-TZVPD basis", "elements": ["Cs", "S", "O", "O", "O", "O", "C", "C", "O", "N", "C", "H", "H", "H", "H", "H", "H", "H", "C", "C", "O", "N", "C", "H", "H", "H", "H", "H", "H", "H", "C", "C", "O", "N", "C", "H", "H", "H", "H", "H", "H", "H", "C", "C", "O", "N", "C", "H", "H", "H", "H", "H", "H", "H", "C", "C", "O", "S", "O", "O", "O", "H", "H", "H", "H", "C", "C", "O", "S", "O", "O", "O", "H", "H", "H", "H"], "xyz": [[-1.371, -1.228, -4.492], [-0.018, -0.973, -0.971], [0.494, -2.257, -0.537], [0.426, -0.627, -2.296], [-1.452, -1.145, -0.887], [0.433, 0.054, -0.100], [-6.181, -3.838, 2.286], [-4.902, -3.139, 1.747], [-4.049, -3.794, 1.150], [-4.822, -1.849, 1.994], [-3.830, -0.983, 1.304], [-6.262, -4.712, 1.639], [-7.092, -3.303, 2.021], [-6.137, -4.253, 3.293], [-5.575, -1.465, 2.546], [-3.842, -0.938, 0.215], [-2.765, -1.105, 1.501], [-4.076, 0.028, 1.626], [5.533, -1.241, 1.135], [4.368, -1.607, 0.264], [4.433, -2.568, -0.544], [3.196, -0.922, 0.458], [3.067, 0.096, 1.447], [5.464, -1.538, 2.181], [5.596, -0.154, 1.190], [6.508, -1.560, 0.767], [2.377, -1.172, -0.077], [2.101, 0.601, 1.456], [3.757, 0.940, 1.441], [3.173, -0.402, 2.410], [-1.611, 1.843, 2.734], [-2.504, 2.232, 1.519], [-3.305, 3.164, 1.593], [-2.387, 1.453, 0.434], [-3.177, 1.591, -0.766], [-1.143, 2.684, 3.247], [-0.851, 1.165, 2.345], [-2.305, 1.244, 3.323], [-1.639, 0.775, 0.432], [-4.216, 1.264, -0.783], [-2.627, 1.113, -1.577], [-3.215, 2.660, -0.978], [0.469, 1.964, -4.868], [1.718, 1.198, -5.231], [2.561, 1.568, -6.122], [1.979, 0.206, -4.369], [3.213, -0.416, -4.176], [0.742, 3.001, -4.676], [0.047, 1.705, -3.897], [-0.298, 1.766, -5.617], [1.311, 0.182, -3.612], [3.469, -0.561, -3.126], [3.949, 0.300, -4.541], [3.331, -1.297, -4.806], [-0.207, -1.864, 2.565], [1.026, -2.670, 2.563], [1.336, -2.914, 3.920], [-0.155, -2.905, 4.843], [-0.086, -1.902, 5.899], [-0.458, -4.310, 5.163], [-1.057, -2.380, 3.537], [-0.755, -2.106, 1.654], [0.000, -0.799, 2.662], [1.790, -2.069, 2.069], [1.022, -3.647, 2.080], [0.525, 3.299, -0.964], [1.897, 2.794, -1.349], [2.443, 3.627, -2.349], [1.736, 5.161, -2.436], [1.548, 5.554, -3.873], [2.425, 6.088, -1.585], [0.329, 4.523, -1.744], [0.552, 3.631, 0.074], [-0.322, 2.664, -1.222], [1.779, 1.757, -1.662], [2.571, 2.720, -0.495]], "mulliken_charge": [1.044, 0.650, -0.777, -0.448, -0.732, -0.381, -1.153, 0.628, -0.649, -0.081, -0.540, 0.325, 0.362, 0.272, 0.288, 0.258, -0.043, 0.337, -1.267, 0.701, -0.697, 0.275, -1.099, 0.270, 0.330, 0.376, -0.033, 0.005, 0.302, 0.526, -0.357, 0.621, -0.753, 1.025, -1.212, 0.356, -0.287, 0.254, -0.623, 0.358, 0.215, 0.435, -0.577, 0.873, -0.754, 0.320, -1.040, 0.099, -0.051, 0.339, -0.099, 0.266, 0.414, 0.317, 0.101, 0.831, -0.481, 1.040, -0.552, -0.558, -0.337, 0.040, -0.165, -0.397, 0.344, 0.374, 0.438, -0.413, 1.030, -0.529, -0.535, -0.451, 0.241, -0.294, -0.106, 0.190], "homo_energy_ev": -5.721, "e_lumo_ha": 0.0303, "gap_ev": 6.547, "max_force_ev_per_a": 4.71, "multiplicity": 1, "charge": -1}

{"formula": "C16H36I2InN2O2", "method": "the ωB97M-V functional and the def2-TZVPD basis", "elements": ["C", "C", "C", "C", "C", "C", "C", "C", "C", "C", "In", "C", "O", "C", "C", "I", "C", "C", "I", "H", "H", "H", "H", "H", "H", "H", "H", "H", "H", "H", "H", "H", "H", "H", "H", "H", "H", "H", "H", "H", "H", "H", "H", "H", "H", "H", "H", "H", "H", "H", "H", "C", "O", "N", "N", "H", "H", "H", "H"], "xyz": [[-6.510, -2.908, 0.243], [-6.955, -1.437, 0.521], [-5.813, -0.650, 1.267], [-5.540, 0.754, 0.630], [-4.038, 0.980, 0.284], [-3.149, 1.211, 1.566], [-2.417, 2.576, 1.400], [-1.234, 2.814, 2.385], [-0.134, 1.717, 2.361], [0.868, 1.860, 1.148], [2.115, -0.040, 1.062], [4.308, 0.398, 0.725], [5.136, 0.029, 1.871], [4.980, -1.354, 2.140], [1.190, -1.521, -0.387], [-0.940, -0.992, -0.539], [1.775, -1.508, -1.821], [3.317, -1.772, -1.868], [0.848, -3.222, -2.904], [-5.736, -2.939, -0.545], [-7.387, -3.478, -0.125], [-6.135, -3.406, 1.158], [-7.209, -0.981, -0.453], [-7.880, -1.477, 1.127], [-4.902, -1.279, 1.234], [-6.168, -0.529, 2.309], [-6.140, 0.825, -0.298], [-5.854, 1.594, 1.284], [-3.632, 0.171, -0.358], [-3.984, 1.901, -0.333], [-3.830, 1.311, 2.438], [-2.478, 0.358, 1.743], [-3.176, 3.368, 1.595], [-2.070, 2.734, 0.363], [-0.791, 3.812, 2.182], [-1.649, 2.867, 3.417], [0.510, 1.738, 3.266], [-0.530, 0.685, 2.306], [1.515, 2.754, 1.308], [0.325, 2.001, 0.190], [1.951, -0.788, 2.708], [4.393, 1.504, 0.639], [4.751, -0.032, -0.200], [4.149, -1.542, 2.846], [4.825, -1.928, 1.201], [5.902, -1.728, 2.634], [1.253, -2.539, 0.033], [1.478, -0.630, -2.418], [3.840, -0.889, -2.277], [3.712, -2.112, -0.897], [3.512, -2.600, -2.577], [5.758, 0.740, -4.273], [4.711, 1.207, -3.859], [6.925, 0.830, -3.572], [5.847, 0.089, -5.469], [7.796, 0.453, -3.890], [6.891, 1.301, -2.687], [5.006, 0.004, -6.007], [6.695, -0.304, -5.828]], "mulliken_charge": [-1.250, -0.321, -0.496, -0.826, -0.779, -0.187, -0.696, -0.976, -0.298, -0.976, 1.028, -0.713, -0.421, -0.526, -0.932, -0.057, -0.515, -0.560, -0.087, 0.298, 0.381, 0.313, 0.246, 0.320, 0.323, 0.265, 0.425, 0.333, 0.061, 0.405, 0.214, 0.329, 0.300, 0.399, 0.319, 0.321, 0.305, 0.169, 0.350, 0.224, -0.413, 0.288, 0.215, 0.198, 0.132, 0.292, 0.514, 0.545, -0.098, 0.039, 0.561, 0.694, -0.617, -0.402, -0.408, 0.151, 0.228, 0.217, 0.149], "homo_energy_ev": -4.409, "e_lumo_ha": 0.0836, "gap_ev": 6.684, "max_force_ev_per_a": 1.53, "multiplicity": 1, "charge": -1}